[1]
Molecular formula: C2H3ClFNS
Method: DFT, the ωB97M-V functional and the def2-TZVPD basis

```
! wB97M-V def2-TZVPD RIJCOSX def2/J DEFGRID3
* xyz 0 1
C 0.166 0.560 0.080
C 0.115 -0.760 0.824
H -0.977 -0.148 -1.468
H 0.331 1.291 -2.065
H 0.762 -0.711 1.677
N -0.465 0.655 -1.238
F 0.454 -1.771 -0.047
S 1.171 1.674 0.820
Cl -1.558 -0.789 1.417
*
```

Output
- lowest unoccupied orbital energy (eV) = -0.47
- energy (eV) = -29685.967


[2]
Molecular formula: C5H4BaF9O
Method: DFT, the ωB97M-V functional and the def2-TZVPD basis

```
! wB97M-V def2-TZVPD RIJCOSX def2/J DEFGRID3
* xyz 2 2
Ba 3.944 2.156 0.751
F 2.324 1.868 3.027
C -0.562 -0.005 0.180
C -1.176 1.374 -0.025
C -0.650 2.277 1.115
F -1.162 3.523 1.040
F -0.843 1.834 2.341
F -0.871 1.809 -1.253
F -2.550 1.239 -0.048
O -1.188 -1.081 -0.520
C -0.366 -2.315 -0.553
C 0.716 -2.239 -1.643
F 1.439 -3.388 -1.815
F 0.079 -1.953 -2.754
F 0.162 -2.623 0.639
F -1.246 -3.277 -0.884
H -0.339 -0.154 1.236
H 0.438 -0.033 -0.252
H 0.428 2.399 1.012
H 1.422 -1.411 -1.594
*
```

Output
- lowest unoccupied orbital energy (alpha / beta) (eV) = -8.87 / -13.74
- energy (eV) = -32426.245


> energy of number 1 (C2H3ClFNS)?

-29685.967 eV


> Which of these has the highest energy?

C2H3ClFNS


Repeat the second record exactly.
Molecular formula: C5H4BaF9O
Method: DFT, the ωB97M-V functional and the def2-TZVPD basis

```
! wB97M-V def2-TZVPD RIJCOSX def2/J DEFGRID3
* xyz 2 2
Ba 3.944 2.156 0.751
F 2.324 1.868 3.027
C -0.562 -0.005 0.180
C -1.176 1.374 -0.025
C -0.650 2.277 1.115
F -1.162 3.523 1.040
F -0.843 1.834 2.341
F -0.871 1.809 -1.253
F -2.550 1.239 -0.048
O -1.188 -1.081 -0.520
C -0.366 -2.315 -0.553
C 0.716 -2.239 -1.643
F 1.439 -3.388 -1.815
F 0.079 -1.953 -2.754
F 0.162 -2.623 0.639
F -1.246 -3.277 -0.884
H -0.339 -0.154 1.236
H 0.438 -0.033 -0.252
H 0.428 2.399 1.012
H 1.422 -1.411 -1.594
*
```

Output
- lowest unoccupied orbital energy (alpha / beta) (eV) = -8.87 / -13.74
- energy (eV) = -32426.245